No. 1
Computed, not measured: C3H7NO in the gas phase, with ωB97M-V with the def2-TZVPD basis set.

Geometry as XYZ:
```
12
C3H7NO | OMol25 | ωB97M-V with the def2-TZVPD basis set
C 1.48 -0.60 -0.38
C 0.37 0.45 -0.33
C -0.76 -0.06 0.57
N -2.05 0.14 0.15
O -0.53 -0.68 1.59
H 2.32 -0.26 -1.00
H 1.84 -0.81 0.63
H 1.11 -1.55 -0.80
H 0.02 0.70 -1.34
H 0.76 1.37 0.11
H -2.33 0.82 -0.54
H -2.76 -0.24 0.76
```

Computed properties:
- multiplicity = 1
- total charge = 0
- E_HOMO (eV) = -9.8129
- SMILES = CCC(N)=O
- ΔE to the lowest compared entry with this formula, charge and spin (eV) = 0.046
- HOMO-LUMO gap (hartree) = 0.395


No. 2
Computed, not measured: C16H16FeO5 as an isolated structure at a distorted geometry, with ωB97M-V with the def2-TZVPD basis set.

Geometry as XYZ:
```
38
C16H16FeO5 | OMol25 | ωB97M-V with the def2-TZVPD basis set
C -0.03 -1.21 -2.69
C -0.12 0.27 -2.62
C 1.16 0.99 -2.75
C 1.21 2.48 -2.96
O 2.24 0.37 -2.68
C -1.39 0.96 -2.43
C -2.69 0.32 -2.88
O -1.46 2.06 -1.85
H -1.02 -1.67 -2.82
H 0.61 -1.51 -3.53
H 0.42 -1.63 -1.78
H 0.25 2.97 -2.81
H 1.95 2.91 -2.27
H 1.58 2.67 -3.98
H -2.65 -0.76 -2.99
H -3.47 0.58 -2.16
H -2.96 0.76 -3.85
O -0.15 -1.28 5.85
C -0.21 -1.07 4.70
Fe -0.24 -0.42 3.08
C -1.78 0.52 3.28
O -2.58 1.28 3.61
C 0.67 0.98 3.69
O 1.17 1.87 4.23
C 0.29 0.24 0.27
C 1.64 0.02 0.44
C 2.22 -0.68 1.47
C 1.50 -1.30 2.53
C 0.38 -2.20 2.28
C -0.64 -1.79 1.47
C -0.72 -0.41 1.04
H -0.04 1.02 -0.41
H 2.31 0.46 -0.31
H 3.31 -0.73 1.51
H 2.10 -1.51 3.43
H 0.36 -3.15 2.82
H -1.50 -2.44 1.25
H -1.73 -0.02 0.81
```

Computed properties:
- multiplicity = 5
- total charge = 0
- E_HOMO (spin up / spin down) (eV) = -5.8214 / -8.9802
- ΔE to the lowest compared entry with this formula, charge and spin (eV) = 0.000
- HOMO-LUMO gap (spin up / spin down) (hartree) = 0.228 / 0.250


No. 3
Computed, not measured: C12H13CrN2O4S2 as an isolated structure at a distorted geometry, with ωB97M-V with the def2-TZVPD basis set.

Geometry as XYZ:
```
34
C12H13CrN2O4S2 | OMol25 | ωB97M-V with the def2-TZVPD basis set
Cr 0.00 0.00 0.00
O 3.39 3.90 -0.13
C 4.18 2.78 -0.07
C 5.56 3.02 -0.08
C 6.46 1.95 -0.02
C 5.97 0.65 0.04
C 4.59 0.41 0.05
C 3.66 1.47 -0.01
C 2.15 1.24 0.00
O 1.87 0.03 0.00
N 1.38 2.29 0.00
N 0.03 1.93 0.00
C -0.80 2.91 -0.03
S -0.41 4.63 -0.07
C -2.08 5.19 -0.46
C -3.04 4.29 0.29
S -2.53 2.58 -0.03
H 2.47 3.55 -0.10
H 5.92 4.04 -0.13
H 7.52 2.14 -0.03
H 6.66 -0.19 0.09
H 4.24 -0.61 0.10
H -2.24 5.12 -1.55
H -2.21 6.23 -0.17
H -4.07 4.44 -0.05
H -3.01 4.48 1.36
C -3.90 0.96 0.84
O -2.48 0.95 0.83
C -2.05 0.00 0.00
O -1.69 -0.84 -0.73
H -4.22 1.75 1.53
H -4.30 0.01 1.20
H -4.30 1.19 -0.16
H 0.00 -1.69 0.00
```

Computed properties:
- multiplicity = 5
- total charge = -1
- E_HOMO (spin up / spin down) (eV) = -0.9958 / -3.5151
- HOMO-LUMO gap (spin up / spin down) (hartree) = 0.124 / 0.213


No. 4
Computed, not measured: C26H32N2O6 in the gas phase, with ωB97M-V with the def2-TZVPD basis set.

Geometry as XYZ:
```
66
C26H32N2O6 | OMol25 | ωB97M-V with the def2-TZVPD basis set
C 0.10 -7.55 -0.29
O 0.77 -6.63 -1.12
C 0.88 -5.34 -0.69
C 0.37 -4.84 0.50
C 0.54 -3.51 0.84
C 1.22 -2.65 -0.01
C 1.39 -1.20 0.37
N 0.11 -0.57 0.68
C -0.85 -0.54 -0.39
C -0.59 0.62 -1.38
C -0.02 0.19 -2.74
C 0.66 1.48 -3.20
C 1.15 2.09 -1.88
O 0.37 1.52 -0.84
C -0.02 0.02 1.88
O 0.84 -0.04 2.74
C -1.34 0.74 2.20
N -1.63 1.90 1.38
C -2.78 1.91 0.66
O -3.53 0.95 0.59
C -3.12 3.23 -0.01
C -3.88 4.10 1.00
O -1.98 3.90 -0.52
C -0.93 3.96 0.35
C -0.02 5.00 0.22
C 1.07 5.07 1.07
C 1.26 4.13 2.07
C 2.42 4.22 3.01
C 0.35 3.09 2.19
C -0.74 2.98 1.33
C 1.74 -3.14 -1.20
C 1.58 -4.47 -1.56
O 2.05 -5.03 -2.70
C 2.76 -4.22 -3.61
H 0.15 -8.50 -0.82
H 0.60 -7.65 0.68
H -0.94 -7.27 -0.14
H -0.16 -5.49 1.17
H 0.14 -3.14 1.77
H 1.87 -0.64 -0.44
H 2.01 -1.11 1.27
H -0.78 -1.49 -0.92
H -1.86 -0.45 0.02
H -1.53 1.17 -1.55
H -0.79 -0.15 -3.42
H 0.72 -0.60 -2.60
H 1.47 1.32 -3.90
H -0.08 2.14 -3.66
H 1.03 3.18 -1.85
H 2.20 1.84 -1.69
H -1.28 1.04 3.25
H -2.18 0.05 2.08
H -3.76 3.03 -0.87
H -3.24 4.32 1.86
H -4.76 3.57 1.34
H -4.17 5.04 0.54
H -0.18 5.72 -0.56
H 1.78 5.88 0.95
H 2.77 3.22 3.27
H 2.11 4.71 3.93
H 3.24 4.78 2.58
H 0.52 2.34 2.95
H 2.28 -2.47 -1.85
H 3.04 -4.88 -4.43
H 2.14 -3.41 -3.99
H 3.67 -3.81 -3.15
```

Computed properties:
- multiplicity = 1
- total charge = 0
- E_HOMO (eV) = -7.9958
- SMILES = COc1ccc(CN(C[C@@H]2CCCO2)C(=O)CN2C(=O)[C@@H](C)Oc3ccc(C)cc32)cc1OC
- ΔE to the lowest compared entry with this formula, charge and spin (eV) = 2.186
- HOMO-LUMO gap (hartree) = 0.318


No. 5
Computed, not measured: C49H36BiCl2N7O11S2Sb as an isolated structure at a distorted geometry, with ωB97M-V with the def2-TZVPD basis set.

Geometry as XYZ:
```
109
C49H36BiCl2N7O11S2Sb | OMol25 | ωB97M-V with the def2-TZVPD basis set
Bi 2.25 1.19 -0.17
O 1.01 -0.39 5.53
C -0.20 -0.75 5.04
C -1.18 -1.28 5.93
C -2.44 -1.63 5.43
C -2.76 -1.48 4.08
C -1.84 -0.95 3.19
C -0.60 -0.54 3.67
C 0.27 0.18 2.70
O -0.04 0.48 1.54
N 1.50 0.46 3.23
N 2.40 0.45 2.27
C 3.65 0.17 2.59
C 4.56 -0.30 1.55
C 5.87 -0.81 1.82
C 6.64 -1.25 0.76
C 6.04 -1.43 -0.50
C 4.75 -0.93 -0.73
N 4.06 -0.30 0.28
H 1.50 0.05 4.75
H -0.89 -1.45 6.97
H -3.19 -2.07 6.10
H -3.75 -1.78 3.73
H -2.02 -0.92 2.11
H 3.97 0.18 3.64
H 6.29 -0.91 2.84
H 7.64 -1.63 0.86
H 6.52 -1.97 -1.29
H 4.22 -1.02 -1.67
O -1.78 3.91 -2.02
C -0.69 3.25 -1.51
O -0.58 2.06 -1.45
C 0.35 4.20 -1.09
C 0.19 5.58 -1.13
C 1.15 6.43 -0.57
C 2.27 5.87 0.02
C 2.40 4.43 0.06
N 1.56 3.68 -0.67
C 3.53 3.80 0.81
O 4.16 4.44 1.64
O 3.86 2.53 0.50
H -2.45 3.24 -2.26
H -0.75 5.95 -1.49
H 0.98 7.50 -0.57
H 3.09 6.41 0.50
Cl 5.21 1.61 -4.34
C 3.44 1.67 -4.47
Cl 2.75 3.27 -4.26
C 2.76 0.64 -3.45
O 1.98 -0.20 -3.95
O 3.09 0.78 -2.23
H 3.15 1.40 -5.51
O -4.70 3.36 8.11
S -5.87 4.14 7.69
O -5.78 5.41 6.97
O -6.92 4.13 8.70
C -6.20 3.03 6.27
N -7.05 2.05 6.38
C -7.15 1.18 5.35
C -6.41 1.38 4.21
C -5.52 2.48 4.17
N -5.47 3.30 5.20
C -4.51 2.77 3.18
C -4.24 1.99 2.06
C -3.01 2.10 1.38
N -2.14 3.06 1.68
C -2.40 3.79 2.76
C -3.57 3.74 3.51
H -7.81 0.34 5.53
H -6.41 0.68 3.39
H -4.94 1.36 1.60
H -2.79 1.50 0.49
H -1.58 4.44 3.15
H -3.70 4.47 4.34
S 1.20 -2.43 -1.16
Sb 0.84 -2.95 -3.37
C 2.84 -3.38 -4.20
C 3.98 -3.28 -3.42
C 5.22 -3.65 -4.01
C 5.29 -4.18 -5.28
C 4.09 -4.40 -6.00
C 2.89 -3.98 -5.43
C -0.40 -4.62 -3.04
C -0.23 -5.38 -1.86
C -0.89 -6.59 -1.78
C -1.69 -7.04 -2.78
C -1.78 -6.32 -3.94
C -1.13 -5.09 -4.11
C -0.80 -1.70 -3.95
C -1.82 -1.74 -3.03
C -2.87 -0.89 -3.18
C -2.83 0.04 -4.22
C -1.87 -0.01 -5.21
C -0.79 -0.86 -5.07
H 3.89 -2.99 -2.40
H 6.10 -3.52 -3.41
H 6.25 -4.42 -5.73
H 4.06 -4.90 -7.02
H 2.00 -4.23 -6.01
H 0.40 -5.03 -1.02
H -0.73 -7.26 -0.93
H -2.31 -7.95 -2.71
H -2.47 -6.68 -4.72
H -1.31 -4.51 -5.05
H -1.74 -2.43 -2.21
H -3.64 -0.86 -2.45
H -3.60 0.83 -4.34
H -1.97 0.65 -6.10
H 0.05 -0.80 -5.78
```

Computed properties:
- multiplicity = 1
- total charge = -1
- E_HOMO (eV) = -5.2400
- ΔE to the lowest compared entry with this formula, charge and spin (eV) = 0.585
- HOMO-LUMO gap (hartree) = 0.211


No. 6
Computed, not measured: a 2-piece molecular cluster, C4H11NO3 overall at a distorted geometry, with ωB97M-V with the def2-TZVPD basis set.

Geometry as XYZ:
```
19
C4H11NO3 | OMol25 | ωB97M-V with the def2-TZVPD basis set
C -1.36 -0.47 1.64
C -0.24 0.25 0.95
O 0.31 1.25 1.35
C 0.85 -0.85 -0.05
C 1.01 -1.17 -1.53
O 2.16 -0.65 0.43
H -1.93 0.25 2.23
H -0.95 -1.23 2.31
H -2.02 -0.94 0.91
H 0.49 -1.79 0.41
H 1.41 -0.31 -2.08
H 1.69 -2.02 -1.68
H 0.05 -1.45 -1.97
H 2.25 0.15 0.97
N -0.94 2.33 -1.11
O -1.20 0.96 -0.80
H -1.44 2.82 -0.37
H 0.05 2.49 -0.92
H -0.20 0.39 -0.68
```

Computed properties:
- multiplicity = 1
- total charge = 0
- E_HOMO (eV) = -9.0991
- SMILES = CC(=O)[C@@H](C)O.NO
- ΔE to the lowest compared entry with this formula, charge and spin (eV) = 5.612
- HOMO-LUMO gap (hartree) = 0.363


No. 7
Computed, not measured: a 2-piece molecular cluster, C4H9O3 overall at a distorted geometry, with ωB97M-V with the def2-TZVPD basis set.

Geometry as XYZ:
```
16
C4H9O3 | OMol25 | ωB97M-V with the def2-TZVPD basis set
C -0.19 0.61 1.87
C 0.47 0.28 3.15
O -0.48 -0.56 1.12
H -1.15 1.15 2.01
H 0.48 1.22 1.31
H 1.37 -0.39 3.12
H 0.07 -0.67 0.32
H -0.13 -0.13 3.95
H 0.85 1.15 3.68
C -1.12 -0.76 -1.52
C 0.20 -0.05 -1.81
O 0.23 0.81 -2.74
O 1.09 -0.24 -0.92
H -1.68 -0.17 -0.90
H -1.11 -1.62 -0.87
H -1.69 -1.09 -2.37
```

Computed properties:
- multiplicity = 1
- total charge = -1
- E_HOMO (eV) = -4.3841
- ΔE to the lowest compared entry with this formula, charge and spin (eV) = 1.038
- HOMO-LUMO gap (hartree) = 0.303


No. 8
Computed, not measured: C23H21ClF3N3O4 in the gas phase, with ωB97M-V with the def2-TZVPD basis set.

Geometry as XYZ:
```
55
C23H21ClF3N3O4 | OMol25 | ωB97M-V with the def2-TZVPD basis set
C -6.94 -1.31 -0.98
C -6.38 -0.32 -0.29
C -5.40 -0.52 0.82
N -4.19 0.25 0.58
C -3.81 1.26 1.38
O -4.41 1.57 2.39
C -2.52 1.98 0.95
C -2.44 2.26 -0.54
C -1.73 1.04 -1.11
O -1.76 0.69 -2.27
N -1.09 0.41 -0.08
C -0.19 -0.65 -0.20
C -0.08 -1.39 -1.38
C 0.86 -2.38 -1.50
C 1.72 -2.69 -0.45
O 2.72 -3.60 -0.72
C 3.79 -3.73 0.18
C 4.46 -2.40 0.54
O 5.07 -2.24 1.57
N 4.28 -1.43 -0.41
C 4.18 -0.07 -0.14
C 4.93 0.55 0.86
C 4.71 1.88 1.16
C 3.76 2.62 0.47
Cl 3.48 4.26 0.90
C 3.02 2.01 -0.54
C 1.95 2.76 -1.28
F 2.38 3.91 -1.82
F 1.41 2.05 -2.28
F 0.92 3.09 -0.47
C 3.24 0.67 -0.85
C 1.57 -2.01 0.76
C 0.63 -1.00 0.87
C -1.31 1.08 1.19
H -7.65 -1.13 -1.76
H -6.71 -2.34 -0.77
H -6.62 0.71 -0.51
H -5.81 -0.15 1.76
H -5.15 -1.58 0.93
H -3.69 0.05 -0.27
H -2.46 2.89 1.56
H -1.81 3.13 -0.74
H -3.40 2.42 -1.03
H -0.72 -1.16 -2.21
H 0.97 -2.93 -2.42
H 4.51 -4.38 -0.31
H 3.48 -4.21 1.12
H 3.78 -1.73 -1.24
H 5.65 -0.03 1.42
H 5.28 2.36 1.94
H 2.65 0.20 -1.63
H 2.20 -2.23 1.61
H 0.58 -0.47 1.81
H -0.43 1.68 1.46
H -1.50 0.34 1.98
```

Computed properties:
- multiplicity = 1
- total charge = 0
- E_HOMO (eV) = -8.4908
- SMILES = C=CCNC(=O)[C@@H]1CC(=O)N(c2ccc(OCC(=O)Nc3ccc(Cl)c(C(F)(F)F)c3)cc2)C1
- ΔE to the lowest compared entry with this formula, charge and spin (eV) = 0.050
- HOMO-LUMO gap (hartree) = 0.332


No. 9
Computed, not measured: a 3-piece molecular cluster, C4H15NO3 overall at a distorted geometry, with ωB97M-V with the def2-TZVPD basis set.

Geometry as XYZ:
```
23
C4H15NO3 | OMol25 | ωB97M-V with the def2-TZVPD basis set
C 1.63 -1.40 0.67
N 1.05 -0.06 0.96
C -0.46 0.13 0.97
C -1.06 0.25 -0.57
C -0.65 1.42 1.76
O -1.97 1.62 2.27
H 0.99 -2.15 0.85
H 2.41 -1.71 1.32
H 2.24 -1.26 -0.20
H 1.39 0.37 1.85
H -0.91 -0.75 1.34
H -2.00 -0.07 -0.72
H -0.47 -0.32 -1.18
H -1.23 1.37 -0.77
H -0.14 1.30 2.82
H -0.27 2.18 1.12
H -2.66 1.54 1.57
O 1.80 1.49 -1.90
H 1.21 0.85 -2.36
H 1.76 1.16 -1.02
O -1.01 -1.65 -2.71
H -1.02 -2.53 -2.43
H -0.64 -1.79 -3.65
```

Computed properties:
- multiplicity = 1
- total charge = 0
- E_HOMO (eV) = -8.9046
- SMILES = CN[C@H](C)CO.O.O
- ΔE to the lowest compared entry with this formula, charge and spin (eV) = 2.970
- HOMO-LUMO gap (hartree) = 0.341


No. 10
Computed, not measured: a 4-piece molecular cluster, C16H33N2O5 overall, with ωB97M-V with the def2-TZVPD basis set.

Geometry as XYZ:
```
56
C16H33N2O5 | OMol25 | ωB97M-V with the def2-TZVPD basis set
C 2.62 -0.94 0.02
C 1.88 0.02 -0.87
O 2.33 0.45 -1.90
N 0.56 0.43 -0.40
C 0.71 1.75 0.22
C -0.40 0.35 -1.48
C -1.78 0.80 -1.04
N -2.17 -0.01 0.17
C -2.11 -1.48 -0.09
C -0.88 -1.90 -0.91
O -0.51 -0.99 -1.93
H 3.62 -0.55 0.21
H 2.69 -1.91 -0.48
H 2.11 -1.06 0.98
H 1.06 2.52 -0.48
H 1.45 1.66 1.02
H -0.22 2.07 0.71
H -0.10 0.93 -2.37
H -1.84 1.86 -0.79
H -2.49 0.56 -1.84
H -3.12 0.25 0.41
H -1.56 0.21 0.98
H -3.04 -1.76 -0.60
H -2.06 -1.97 0.88
H -1.15 -2.83 -1.43
H -0.04 -2.12 -0.25
C 4.17 4.43 1.13
C 4.03 3.05 1.73
O 3.02 2.71 2.31
C 5.21 2.13 1.58
H 3.26 5.00 1.31
H 5.01 4.95 1.58
H 4.35 4.35 0.06
H 6.10 2.57 2.04
H 5.43 1.97 0.52
H 5.00 1.17 2.06
C -4.71 -2.53 -5.03
C -3.62 -1.88 -4.22
O -3.83 -0.88 -3.55
C -2.26 -2.52 -4.21
H -5.64 -1.97 -4.93
H -4.41 -2.56 -6.08
H -4.86 -3.56 -4.70
H -1.86 -2.62 -5.22
H -2.33 -3.52 -3.78
H -1.62 -1.89 -3.61
C 0.63 -0.17 4.48
C -0.59 -0.33 3.62
O -0.56 -0.04 2.44
C -1.84 -0.85 4.28
H 1.46 0.22 3.89
H 0.42 0.51 5.30
H 0.91 -1.14 4.91
H -2.13 -0.18 5.10
H -1.65 -1.83 4.71
H -2.65 -0.91 3.57
```

Computed properties:
- multiplicity = 1
- total charge = +1
- E_HOMO (eV) = -11.9918
- HOMO-LUMO gap (hartree) = 0.352